The following is a quantum chemistry calculation of C38H47BrCl2N6O2OsS as an isolated structure in a non-equilibrium geometry, from the Open Molecules 2025 dataset.

XYZ file:
```
98
Properties=species:S:1:pos:R:3
Os 0.7773 -1.1920 1.0199
C -2.4010 -2.4405 2.3281
C -2.6832 -1.0000 2.6141
C -3.9961 -0.5960 2.7325
C -4.3250 0.7059 3.0950
C -3.3154 1.6299 3.3202
C -1.9816 1.2826 3.2136
C -0.9525 2.3393 3.4265
C -1.6399 -0.0683 2.8742
N -0.3248 -0.4526 2.8062
C 0.5086 -0.0643 3.8256
O 0.1580 0.1236 4.9697
C 1.9483 0.0208 3.4047
C 2.9533 0.5455 4.2082
C 4.2600 0.5387 3.7396
C 4.5199 0.0352 2.4709
C 3.4571 -0.4255 1.7084
N 2.2039 -0.4313 2.1732
C 3.5817 -0.9168 0.2950
O 4.6264 -0.9224 -0.3150
N 2.3692 -1.3190 -0.1937
C 2.3705 -1.7326 -1.5448
C 2.5985 -3.0841 -1.8578
C 2.8621 -4.0730 -0.7643
C 2.6458 -3.4635 -3.1937
C 2.5064 -2.5248 -4.2017
C 2.3385 -1.1893 -3.8827
C 2.2633 -0.7712 -2.5606
C 2.1434 0.6868 -2.2475
H -2.9098 -2.7543 1.4182
H -2.7828 -3.0528 3.1437
H -1.3347 -2.6303 2.2307
H -4.7821 -1.3173 2.5701
H -5.3610 0.9875 3.2066
H -3.5697 2.6445 3.5876
H -1.3530 3.3158 3.1660
H -0.0527 2.1535 2.8427
H -0.6759 2.3629 4.4816
H 2.6943 0.9486 5.1751
H 5.0619 0.9202 4.3530
H 5.5097 -0.0076 2.0439
H 2.3880 -3.7751 0.1726
H 3.9359 -4.1194 -0.5780
H 2.5372 -5.0710 -1.0502
H 2.8229 -4.4964 -3.4488
H 2.5561 -2.8286 -5.2348
H 2.2906 -0.4514 -4.6691
H 1.5293 1.1842 -2.9950
H 3.1338 1.1405 -2.2754
H 1.7229 0.8555 -1.2521
Cl -1.1640 -3.4681 -3.1160
C -0.5975 -3.6422 -1.4482
Cl -0.8336 -2.1069 -0.5555
H 0.4721 -3.8522 -1.4596
H -1.1862 -4.4105 -0.9469
Br -1.2343 -6.6802 2.3807
C -0.1809 -5.2538 3.0541
C -0.0202 -5.0468 4.4189
C 0.7705 -3.9828 4.8193
C 1.3181 -3.1454 3.8590
N 1.1176 -3.3114 2.5515
C 0.4108 -4.3680 2.1621
H -0.4877 -5.6993 5.1390
H 0.9553 -3.7904 5.8647
H 1.9461 -2.3181 4.1571
H 0.3071 -4.5300 1.0988
C 1.6841 4.4708 -2.0048
C 1.2514 5.2830 -0.7890
C -0.2635 5.3895 -0.6081
C -0.9479 4.0809 -0.2285
N -1.1223 3.1992 -1.3652
C -1.0598 1.8817 -1.3155
S -0.8556 1.1185 0.2115
N -1.1483 1.1230 -2.4067
C -1.5396 1.5713 -3.7311
C -3.0620 1.6629 -3.8542
C -3.5103 2.0599 -5.2586
C -5.0309 2.0396 -5.3658
H 2.7658 4.5154 -2.1106
H 1.2438 4.8772 -2.9136
H 1.4012 3.4241 -1.9079
H 1.6464 6.2945 -0.8884
H 1.6912 4.8509 0.1116
H -0.7142 5.7937 -1.5156
H -0.4602 6.1003 0.1944
H -1.9303 4.2920 0.2070
H -0.3532 3.5496 0.5165
H -1.2803 3.6603 -2.2510
H -1.2022 0.1257 -2.2556
H -1.1527 0.8487 -4.4509
H -1.0746 2.5347 -3.9513
H -3.4433 2.3900 -3.1345
H -3.4960 0.6922 -3.6056
H -3.0870 1.3626 -5.9829
H -3.1388 3.0588 -5.4947
H -5.4190 1.0465 -5.1487
H -5.3435 2.3166 -6.3691
H -5.4753 2.7432 -4.6660
```

Results
DFT total energy	-161580.698	eV
charge	+2
orbital gap (alpha / beta)	0.1763 / 0.1800	hartree
maximum force	0.0632	Eh/bohr
relative energy (zero: lowest compared OMol25 entry of this formula, charge and spin)	62.6	kcal per mole

Atomic partial charges in e from the Mulliken method, atoms 1 to 2: 1.71 -1.34

***

The following is a quantum chemistry calculation of C38H47N4O3PrS3Se2 as an isolated structure in a non-equilibrium geometry, from the Open Molecules 2025 dataset.

XYZ file:
```
98
Properties=species:S:1:pos:R:3
Pr 0.2712 0.5727 -1.6115
C 1.2150 5.0234 -2.4632
S 1.7454 4.9299 -0.7427
C 1.4315 3.1610 -0.4129
S 2.6321 1.9581 -0.9662
N 0.3917 2.9166 0.2559
N 0.0633 1.5942 0.5811
C -0.1887 1.4945 1.9023
C -0.7246 0.5331 2.7476
C -0.6458 0.7182 4.1956
C -0.4754 -0.2935 5.0224
C -0.6145 -1.6256 4.5021
C -0.9924 -1.8010 3.2440
N -1.2303 -0.7261 2.3905
H 1.5362 5.9630 -2.8625
H 0.1350 4.9371 -2.5611
H 1.6588 4.2162 -3.0459
H 0.0345 2.3747 2.4719
H -0.5757 1.7580 4.5037
H -0.3101 -0.0883 6.0758
H -0.4765 -2.4966 5.0884
H -1.1527 -2.7739 2.8166
O -1.1486 -0.8177 -3.2939
C -0.6106 -1.3254 -4.4914
C 0.9333 -1.2330 -4.6772
C 1.1091 -1.3401 -6.2098
O 2.4561 -1.4827 -6.6224
C 1.6475 -2.4000 -3.9575
Se 1.6248 -2.2187 -1.9649
C 1.5951 0.1276 -4.2463
Se 0.5117 1.8254 -4.4124
H -1.7027 -0.0451 -3.4884
H -1.0678 -0.7999 -5.3395
H -0.8626 -2.4029 -4.6008
H 0.6211 -0.4540 -6.6865
H 0.5867 -2.2440 -6.6315
H 2.9610 -0.8408 -6.1231
H 2.7143 -2.4962 -4.1958
H 1.1551 -3.3232 -4.2524
H 2.4914 0.3193 -4.8262
H 1.9892 0.0681 -3.2494
C 6.7322 -4.0037 3.3824
C 5.5824 -3.2136 2.7997
C 4.4139 -3.8463 2.4962
C 3.3011 -3.1325 2.0095
C 2.0579 -3.8743 1.6029
C 3.4255 -1.7329 1.8140
C 2.3697 -0.8854 1.2186
O 1.2451 -1.2848 0.9408
C 4.6320 -1.1146 2.1484
C 4.7783 0.3933 2.0058
C 5.7123 -1.8571 2.5682
H 6.3987 -4.9721 3.7560
H 7.2368 -3.4948 4.1899
H 7.5070 -4.2063 2.6319
H 4.3624 -4.8833 2.6928
H 2.2063 -4.9434 1.7333
H 1.8260 -3.6766 0.5677
H 1.2099 -3.4797 2.1473
H 2.5970 0.1176 0.8823
H 4.8353 0.7400 0.9810
H 5.7105 0.7083 2.4867
H 3.9243 0.9311 2.4418
H 6.6610 -1.3569 2.7846
S -2.5968 1.5257 -2.0014
C -2.5351 3.2852 -2.1249
C -2.7013 4.0567 -0.9863
C -2.8295 5.4208 -1.0415
C -2.8349 6.0922 -2.2699
C -2.6864 5.3437 -3.4290
C -2.4989 3.9748 -3.3380
H -2.7233 3.5244 -0.0567
H -2.8638 6.0283 -0.1138
H -2.9702 7.1738 -2.3241
H -2.7012 5.7624 -4.4234
H -2.4374 3.4151 -4.2582
C -4.1215 -0.5919 3.9799
N -4.6966 0.4072 3.1067
C -6.0254 0.0778 2.5890
C -3.7431 0.8634 2.0651
C -3.2854 -0.2281 1.1335
C -4.0926 -0.5915 0.0547
C -3.8120 -1.6152 -0.8250
C -2.6181 -2.2956 -0.6557
C -1.7478 -1.9414 0.3757
C -2.1023 -0.9715 1.2934
H -4.8457 -0.8828 4.7295
H -3.1952 -0.2312 4.4440
H -3.9201 -1.5387 3.4248
H -6.7414 0.0600 3.4280
H -6.1098 -0.8990 2.0807
H -6.3259 0.8309 1.8789
H -2.9054 1.3507 2.5544
H -4.2688 1.6248 1.4774
H -4.9658 -0.0112 -0.1476
H -4.4542 -1.8031 -1.6843
H -2.2914 -2.9617 -1.4411
H -0.8102 -2.4489 0.3614
```

Results
DFT total energy	-229540.481	eV
charge	-2
orbital gap (alpha / beta)	0.1763 / 0.1772	hartree
maximum force	0.0469	Eh/bohr
relative energy (zero: lowest compared OMol25 entry of this formula, charge and spin)	20.1	kcal per mole
spin multiplicity	3

Atomic partial charges in e from the Mulliken method, atoms 1 to 2: -0.15 -0.21

***

The following is a quantum chemistry calculation of a 10-piece molecular cluster, C38H48BF10NO33 overall in a non-equilibrium geometry, from the Open Molecules 2025 dataset.

XYZ file:
```
131
Properties=species:S:1:pos:R:3
C 2.2542 1.1682 5.3217
B 1.2608 0.7220 4.0746
O -0.2124 0.8441 4.3430
N 1.7142 0.1847 2.7265
C 2.6595 -0.9881 2.8501
C 2.1026 -2.1709 1.8565
C 2.1923 -3.6896 2.4674
O 0.7932 -4.1204 2.7765
C 2.2828 1.2929 1.8392
C 1.4810 1.3474 0.3896
F 0.7108 0.0775 0.1105
O 0.7181 2.5716 0.1530
C -0.3517 2.8116 1.1173
C -1.7240 1.9278 0.8874
C -2.8253 2.5199 1.9891
O -3.1252 3.8262 1.9037
O -3.4533 1.7244 3.0573
C -4.2223 0.5910 2.5196
C -4.2680 -0.7874 3.4509
O -4.8768 0.5964 1.3532
H 1.9216 0.5938 6.2997
H 2.1403 2.3432 5.4894
H 3.3945 0.9733 5.1231
H -0.3389 1.8569 4.3787
H 2.6529 -1.4490 3.9453
H 3.7683 -0.7317 2.5776
H 2.6102 -2.1497 0.7783
H 0.9455 -1.9378 1.6850
H 2.8899 -3.7583 3.4069
H 2.5422 -4.3922 1.5724
H 0.2903 -4.0839 1.9080
H 2.0862 2.3025 2.4448
H 3.4378 1.2203 1.6655
H 2.3487 1.3365 -0.4307
H -0.0621 2.7213 2.2458
H -0.6869 3.9484 0.9662
H -2.1204 1.9366 -0.2131
H -1.4763 0.8195 1.2556
H -3.7647 -1.7014 2.8884
H -5.3765 -1.0712 3.7203
H -3.7025 -0.5614 4.4638
C 2.5808 -7.8924 1.2044
C 1.8863 -8.4401 0.0047
O 1.3997 -7.2896 -0.6483
C 2.2771 -6.2993 -0.3226
O 2.3524 -5.2318 -0.9079
O 3.0687 -6.6511 0.7363
F 0.8306 -9.2038 0.3653
H 1.9012 -7.7211 2.0460
H 3.3999 -8.5342 1.5400
H 2.5378 -9.0009 -0.6741
C -2.4217 3.8909 -2.5234
C -2.7334 4.7209 -3.7216
O -1.8175 4.2602 -4.6889
C -1.5846 2.9574 -4.3646
O -1.0664 2.1474 -5.1151
O -2.0098 2.6665 -3.0973
F -2.4796 6.0271 -3.4827
H -1.6039 4.3036 -1.9232
H -3.2928 3.7480 -1.8783
H -3.7557 4.6020 -4.0963
C -5.1442 7.1485 2.0911
C -3.9241 7.0239 1.2440
O -3.5524 8.3619 1.0026
C -3.9895 9.0534 2.0924
O -3.6197 10.1791 2.3822
O -4.8878 8.3283 2.8263
F -4.2171 6.4429 0.0590
H -6.0577 7.2797 1.5015
H -5.2769 6.2922 2.7578
H -3.0960 6.4928 1.7252
C 0.0091 0.8925 -7.7434
C 1.2129 1.7650 -7.8493
O 1.7286 1.4616 -9.1257
C 0.6456 1.0978 -9.8682
O 0.6427 1.0288 -11.0861
O -0.4405 0.8266 -9.0819
F 2.1382 1.4246 -6.9243
H 0.2470 -0.1166 -7.3904
H -0.7584 1.3199 -7.0926
H 0.9975 2.8369 -7.7846
C -3.1478 -6.1227 1.1325
C -3.2437 -5.4847 2.4762
O -2.2548 -6.1503 3.2284
C -1.3056 -6.5155 2.3215
O -0.1754 -6.8663 2.6174
O -1.7721 -6.4334 1.0382
F -4.4466 -5.7307 3.0420
H -3.7340 -7.0447 1.0585
H -3.4531 -5.4474 0.3287
H -3.0443 -4.4078 2.4770
C 7.0717 -1.6876 -0.0349
C 7.5278 -1.0403 1.2279
O 6.5536 -1.4309 2.1689
C 6.1010 -2.6389 1.7300
O 5.4581 -3.4183 2.4134
O 6.4622 -2.8745 0.4317
F 7.4974 0.3068 1.1177
H 6.3317 -1.0877 -0.5752
H 7.9016 -1.9124 -0.7103
H 8.5176 -1.3646 1.5665
C 0.3091 -1.7969 -3.2984
C 1.5129 -0.9243 -3.4043
O 2.0286 -1.2277 -4.6806
C 0.9456 -1.5916 -5.4232
O 0.9427 -1.6606 -6.6410
O -0.1405 -1.8627 -4.6368
F 2.4382 -1.2648 -2.4793
H 0.5470 -2.8059 -2.9454
H -0.4584 -1.3694 -2.6476
H 1.2975 0.1475 -3.3395
C -8.3047 0.3852 2.3089
C -9.3118 -0.0766 1.3118
O -8.9117 -1.3978 1.0270
C -8.3051 -1.8377 2.1651
O -8.0718 -3.0103 2.4069
O -7.9966 -0.8046 3.0071
F -9.2305 0.6478 0.1733
H -7.3953 0.7777 1.8418
H -8.7070 1.1438 2.9857
H -10.3427 -0.0757 1.6817
C 6.6867 3.5364 -2.1700
C 7.1428 4.1837 -0.9071
O 6.1686 3.7931 0.0338
C 5.7160 2.5852 -0.4051
O 5.0732 1.8057 0.2783
O 6.0772 2.3496 -1.7034
F 7.1124 5.5308 -1.0174
H 5.9467 4.1363 -2.7102
H 7.5166 3.3116 -2.8453
H 8.1326 3.8594 -0.5686
```

Results
DFT total energy	-137087.381	eV
orbital gap	0.2982	hartree
maximum force	0.1652	Eh/bohr
SMILES	CB(O)N(CCCO)C[C@@H](F)OCCC(=O)OC(C)=O.O=C1OC[C@@H](F)O1.O=C1OC[C@@H](F)O1.O=C1OC[C@@H](F)O1.O=C1OC[C@@H](F)O1.O=C1OC[C@@H](F)O1.O=C1OC[C@@H](F)O1.O=C1OC[C@@H](F)O1.O=C1OC[C@@H](F)O1.O=C1OC[C@@H](F)O1

Atomic partial charges in e from the Mulliken method, atoms 1 to 2: -0.75 0.39

***

The following is a quantum chemistry calculation of C38H48BN7O7PbS5 as an isolated structure in a non-equilibrium geometry, from the Open Molecules 2025 dataset.

XYZ file:
```
107
Properties=species:S:1:pos:R:3
Pb -17.1968 13.0107 -5.7383
C -19.6287 10.0520 -8.5385
C -18.9062 10.8227 -9.6983
C -19.3887 10.9206 -10.9594
C -18.8636 11.7628 -11.9679
N -17.8864 12.6122 -11.6155
N -17.3864 12.5207 -10.3158
B -16.3989 13.6466 -10.1540
N -14.9701 13.2552 -10.1101
N -14.7882 12.2321 -10.9972
C -13.5975 11.8540 -11.3249
C -12.4669 12.5014 -10.7482
C -12.6350 13.4114 -9.7512
C -11.3936 13.8653 -8.9859
C -13.9905 13.7688 -9.3258
S -14.1745 14.8633 -8.1223
C -13.4894 10.8083 -12.4216
C -13.1997 11.4961 -13.7394
C -14.7879 9.9634 -12.5299
C -12.3402 9.9752 -11.9437
N -16.7747 15.0400 -10.4906
N -15.8756 15.7505 -11.2087
C -16.2503 16.8934 -11.7452
C -17.6398 17.2913 -11.7034
C -18.5254 16.6537 -10.9106
C -19.9868 17.0162 -10.9714
C -18.0493 15.5340 -10.0986
S -18.8887 14.9323 -8.7714
C -15.1424 17.7288 -12.3166
C -14.7070 18.5765 -11.1153
C -14.0069 16.9017 -12.9027
C -15.7070 18.7142 -13.4043
C -17.6210 11.5518 -9.4295
S -16.5812 11.1742 -8.1441
C -19.4194 11.8026 -13.3445
C -20.8199 12.3965 -13.3159
C -19.4206 10.3881 -13.9001
C -18.5095 12.6711 -14.2565
H -20.6487 9.9798 -8.7420
H -19.3757 10.6600 -7.6017
H -19.0985 9.1036 -8.3917
H -20.2636 10.3430 -11.1909
H -11.4812 12.1963 -11.0312
H -10.7422 14.5228 -9.5963
H -10.8218 12.9449 -8.6650
H -11.7447 14.4223 -8.1015
H -14.0264 12.1655 -13.9732
H -13.1093 10.7997 -14.5356
H -12.2863 12.1669 -13.8036
H -15.7110 10.5729 -12.5791
H -14.8062 9.1874 -11.7150
H -14.7781 9.3968 -13.4859
H -11.3569 10.5540 -11.9150
H -12.2729 9.1122 -12.6281
H -12.5525 9.6286 -10.9132
H -17.9629 18.0422 -12.3951
H -20.0588 17.7535 -11.7558
H -20.3019 17.5427 -9.9998
H -20.6922 16.1338 -11.1777
H -14.4894 17.8794 -10.2713
H -15.5028 19.1764 -10.7313
H -13.9414 19.3005 -11.4089
H -13.8878 15.8740 -12.4383
H -13.0465 17.4804 -12.8302
H -14.0957 16.7370 -13.9840
H -16.5433 19.3629 -13.0470
H -16.0866 18.1781 -14.2600
H -14.8751 19.4556 -13.6832
H -21.5494 11.7969 -12.6797
H -21.1533 12.4744 -14.3493
H -20.7633 13.4288 -12.9426
H -20.0687 9.7688 -13.2350
H -18.4076 10.0073 -13.8760
H -19.8334 10.2945 -14.9128
H -18.4733 13.7580 -14.0068
H -18.8607 12.6810 -15.3400
H -17.4080 12.2578 -14.2590
O -21.1647 11.8841 -4.5823
S -19.7618 11.9798 -4.5034
O -19.0045 11.2794 -5.5682
O -19.1505 13.3913 -4.4252
C -19.3964 11.1926 -2.9357
C -20.4931 10.3599 -2.5113
C -20.6994 10.0764 -1.2046
C -19.7826 10.6000 -0.2531
C -18.5974 11.2128 -0.6251
C -18.3543 11.4364 -2.0062
S -16.7385 12.1750 -2.4836
O -16.4268 11.7202 -3.8980
O -15.9795 11.4127 -1.5507
O -16.7487 13.6431 -2.3789
H -21.1977 9.9203 -3.2868
H -21.5282 9.4666 -0.8609
H -19.9313 10.5668 0.8242
H -17.8408 11.4893 0.0842
O -17.0918 15.4014 -4.9587
N -17.1191 16.1631 -3.8817
C -15.9875 16.8369 -3.6230
C -15.8464 17.4150 -2.3810
C -16.9149 17.4848 -1.5046
C -18.1408 17.0600 -1.9621
C -18.2545 16.3460 -3.1325
H -15.2221 16.8547 -4.3897
H -14.9179 17.8749 -2.1851
H -16.7198 17.9173 -0.5410
H -19.0318 17.1491 -1.2869
H -19.1258 15.7920 -3.3764
```

Results
DFT total energy	-125048.207	eV
charge	-1
orbital gap (alpha / beta)	0.1698 / 0.2607	hartree
maximum force	0.0857	Eh/bohr
relative energy (zero: lowest compared OMol25 entry of this formula, charge and spin)	75.3	kcal per mole
spin multiplicity	2

Atomic partial charges in e from the Mulliken method, atoms 1 to 2: 1.55 -1.28